No. 1
Entry from OMol25: one molecule with the formula CH3IS2 (ωB97M-V with the def2-TZVPD basis set).

Last column: natural (NBO) charge in e.
Atoms and positions in Å:
H 0.55335 -0.02010 -0.09653  0.2460
C -0.35854 0.33684 0.37775  -0.7654
S -1.07791 -0.92590 1.50149  0.1938
H -1.11640 0.82136 -0.38207  0.2444
H -0.18020 1.17365 1.00737  0.2228
I 0.99233 -4.27320 0.80019  -0.1137
S 0.48002 -1.93961 2.34013  -0.0279

Forces on atoms 1 to 3 (eV/Å):
-0.2 0.0 -0.1
-1.4 0.7 -1.0
0.8 -0.6 0.0

Properties
frontier orbital gap (spin up / spin down): 6.999 / 6.997 eV
energy relative to the best compared isomer or geometry (same formula, charge and spin): 0.465 eV
highest occupied orbital energy (spin up / spin down): -9.27 / -9.27 eV
total charge: 0
SMILES: CSSI
LUMO energy (spin up / spin down): -2.274 / -2.274 eV
multiplicity: 1


No. 2
Entry from OMol25: one molecule with the formula CClNOS (ωB97M-V with the def2-TZVPD basis set).

Last column: natural (NBO) charge in e.
Atoms and positions in Å:
C 0.44736 -0.03120 0.01926  0.5195
N 1.10870 -0.98769 0.01899  -0.4698
Cl -2.83109 -0.53738 -0.58856  -0.0355
O -0.25620 0.92769 -0.15021  -0.6536
S -1.99888 0.82664 0.63799  0.6396

Forces on atoms 1 to 3 (eV/Å):
3.1 -4.1 -0.5
0.0 -0.1 0.5
0.6 0.9 0.9

Properties
frontier orbital gap (spin up / spin down): 7.297 / 6.102 eV
energy relative to the best compared isomer or geometry (same formula, charge and spin): 0.775 eV
highest occupied orbital energy (spin up / spin down): -8.79 / -10.11 eV
total charge: 0
⟨S²⟩: 2.01
LUMO energy (spin up / spin down): -1.491 / -4.008 eV
multiplicity: 3


No. 3
Entry from OMol25: C31H25AuNP as an isolated structure (ωB97M-V with the def2-TZVPD basis set).

Last column: natural (NBO) charge in e.
Atoms and positions in Å:
H -4.20472 -1.85752 -0.01017  0.2195
H 1.55084 0.72303 1.68245  0.2113
Au 0.29392 -0.20490 -0.51336  0.4212
C 5.41910 -1.21017 0.74054  -0.1486
H 1.71170 2.94035 2.73869  0.2067
C -1.76496 -1.00922 2.18031  -0.2246
H -4.84851 -3.29704 1.86929  0.2168
H 3.57007 4.46693 2.14423  0.2102
C 6.58743 -1.94916 0.61906  -0.2348
C -4.18118 1.70553 -0.04486  -0.2073
H -0.89091 -0.37422 2.26737  0.2220
H 7.26245 -2.03588 1.46112  0.2085
C 6.89143 -2.57420 -0.58202  -0.2180
H -3.98768 -2.35763 -5.06546  0.2175
C -2.03632 2.72310 0.37602  -0.2130
C 2.45537 2.63692 2.01222  -0.2094
C -2.13849 -1.81277 3.24606  -0.1949
N 2.17770 -0.93311 -0.64223  -0.7661
H -4.33215 0.06551 -4.70780  0.2165
C -3.24253 -2.64517 3.13334  -0.1989
C 4.45747 3.07705 0.76796  -0.2115
C 4.37182 1.81790 0.19136  -0.2203
C 6.01859 -2.46243 -1.65678  -0.2163
H 7.80561 -3.14527 -0.68226  0.2086
H -4.77027 0.84579 -0.34179  0.2197
H -1.55659 -1.79489 4.15806  0.2180
C 2.36519 1.38750 1.41680  -0.2362
P -1.93420 0.07574 -0.36316  0.9091
C 3.49966 3.49017 1.68298  -0.2200
C -3.61999 -1.88344 -4.16510  -0.2017
H -3.50326 1.14210 -2.65867  0.2222
C -2.93781 -2.63371 -3.21413  -0.2047
C -4.80847 2.88952 0.30101  -0.2122
H 5.27646 3.73398 0.50441  0.2120
C -4.05116 3.99010 0.68835  -0.1919
H 4.14366 -1.66011 -2.34863  0.2246
H -1.90323 -2.61381 -1.34260  0.2300
C -3.34861 0.08027 -2.80452  -0.2378
H -3.52189 -3.28823 3.95755  0.2170
H -4.54477 4.91431 0.95950  0.2180
C -2.78955 1.61912 -0.00725  -0.2961
H -0.95501 2.64972 0.39566  0.2338
H -5.88788 2.95786 0.27210  0.2190
C 3.21762 -0.38431 -0.18656  0.1906
C -3.98319 -2.65368 1.96041  -0.2112
H 6.25309 -2.94654 -2.59644  0.2089
C -2.46781 -2.03073 -2.06077  -0.2216
C -2.66860 3.90905 0.72769  -0.1980
C 3.31419 0.96279 0.49247  -0.0130
C -2.69051 -0.67097 -1.83838  -0.2736
C -3.61490 -1.84140 0.89748  -0.2271
C -2.49335 -1.02188 0.99268  -0.2599
H 5.12811 1.49526 -0.51381  0.2219
C 4.53426 -1.10455 -0.32807  -0.1052
C -3.81598 -0.52702 -3.96391  -0.1961
H -2.76253 -3.68952 -3.37200  0.2203
H -2.07846 4.76524 1.02562  0.2197
H 5.18618 -0.71319 1.67507  0.2045
C 4.84358 -1.73814 -1.52709  -0.1780

Forces on atoms 1 to 3 (eV/Å):
0.0 0.0 0.0
0.0 0.0 0.0
0.3 0.0 0.0

Properties
frontier orbital gap: 7.778 eV
energy relative to the best compared isomer or geometry (same formula, charge and spin): 0.000 eV
highest occupied orbital energy: -7.39 eV
total charge: 0
LUMO energy: 0.387 eV
multiplicity: 1


No. 4
Entry from OMol25: one molecule with the formula H3IP2S2 (ωB97M-V with the def2-TZVPD basis set).

Last column: natural (NBO) charge in e.
Atoms and positions in Å:
H 0.11438 1.47806 0.21457  -0.0230
P 0.86518 0.53280 0.99659  0.2548
S -0.41348 -0.13496 2.49768  -0.2629
S 0.15369 -2.41504 -1.10261  -0.4678
I 1.78725 0.77950 -2.40826  -0.0963
H -1.68071 0.08224 2.16774  0.1516
P 0.19943 -0.47403 -1.00530  0.4601
H -1.02573 0.15143 -1.36041  -0.0164

Forces on atoms 1 to 3 (eV/Å):
0.1 0.6 1.1
-0.7 -0.1 -2.2
0.3 -0.3 0.6

Properties
frontier orbital gap: 8.142 eV
energy relative to the best compared isomer or geometry (same formula, charge and spin): 0.592 eV
highest occupied orbital energy: -8.84 eV
total charge: 0
SMILES: S=[P@H](I)PS
LUMO energy: -0.694 eV
multiplicity: 1


No. 5
Entry from OMol25: C4H9NO3 as an isolated structure (ωB97M-V with the def2-TZVPD basis set).

Last column: natural (NBO) charge in e.
Atoms and positions in Å:
N -0.12393 -0.00128 1.73104  -0.7346
H 1.30411 1.20693 -1.06000  0.2567
H -2.54187 0.36888 -1.05644  0.4909
H -0.93112 -0.19835 1.01422  0.4764
C 0.96350 -0.00318 0.69451  -0.1208
O 1.24324 -1.59373 -1.18973  -0.7703
H 1.95265 0.03185 1.15265  0.2051
C -0.62619 0.20398 -0.87396  0.3619
C 0.57494 -1.24973 -0.18669  0.1958
H 0.09538 -0.71327 -2.33844  0.5117
H 0.05444 -2.04018 0.40736  0.0868
C 0.53975 1.06226 -0.29990  -0.5096
H 0.25833 2.02799 0.12910  0.2006
H -0.03753 -0.76217 2.40371  0.4243
O -1.87174 0.76790 -0.48890  -0.7582
H -0.25217 0.89668 2.19482  0.4266
O -0.60178 -0.00457 -2.23335  -0.7434

Forces on atoms 1 to 3 (eV/Å):
-0.8 -0.4 -1.2
0.0 0.0 0.0
0.0 -0.1 0.0

Properties
frontier orbital gap: 6.925 eV
energy relative to the best compared isomer or geometry (same formula, charge and spin): 4.451 eV
highest occupied orbital energy: -6.85 eV
total charge: 0
LUMO energy: 0.073 eV
multiplicity: 1


No. 6
Entry from OMol25: C33H74N4NiO11 as an isolated structure (ωB97M-V with the def2-TZVPD basis set).

Last column: Löwdin spin population.
Atoms and positions in Å:
C -2.58014 -6.32205 -3.11746  0.0146
H -5.81272 7.52326 3.35469  0.0000
H 5.34182 -4.80903 -0.40855  0.0000
C -3.51984 2.43388 -3.15759  0.0000
C -3.21943 6.01366 5.84600  0.0000
O -2.47777 6.58303 6.88113  0.0000
H -4.71445 -0.24802 -3.12254  0.0000
H 10.53836 1.39673 -1.49325  0.0000
C -0.70585 -0.58918 2.71072  -0.0001
H -2.77256 -6.81751 -4.06908  0.0003
H 0.53765 2.47519 3.69578  0.0000
C 10.29905 1.15351 -3.59696  0.0000
N -0.48209 -4.64291 -3.62465  0.3575
H 10.81216 2.11487 -3.62241  0.0000
H -3.54437 3.48526 -3.48347  0.0000
H 1.77844 -3.40790 -5.16174  0.0001
H -1.74435 -5.91222 -5.71399  0.0003
C -1.18995 -5.01799 -5.99875  0.0153
H 9.12213 1.15006 -6.70897  0.0000
O -6.16895 4.26970 2.41953  0.0000
H -3.20917 -5.43425 -3.18268  0.0006
H -6.85505 1.08765 8.49402  0.0000
H 7.82629 -3.29166 -1.35314  0.0000
H -0.70438 1.41095 4.38427  0.0001
H 10.41169 0.16229 -6.19651  0.0000
H 8.84248 2.63973 -0.32462  0.0000
C 4.99126 -2.16677 -2.01813  0.0000
C 8.16738 1.88137 -0.72112  0.0000
H 1.78333 -6.02237 -4.49867  0.0005
H -7.04081 6.43279 4.12647  0.0000
H 6.08117 1.84828 -1.23864  0.0000
C -0.90408 -5.53460 -1.26461  0.0013
H -6.59126 1.52669 6.82363  0.0000
C 6.72412 2.47007 -0.61563  0.0000
C 0.83090 -3.61107 -5.66072  -0.0005
H -1.55843 -4.74407 -0.89723  -0.0006
H 5.62284 -1.30745 -2.29175  0.0000
C 0.01094 -4.78192 -5.06722  0.0164
H -6.00273 3.59538 -3.87790  0.0000
H -0.39513 -1.45359 2.12389  -0.0001
Ni 0.81417 0.17681 -1.97602  0.9935
H -4.26194 0.37545 -1.61512  0.0000
O -0.96645 -3.32104 -3.11145  0.5727
O -4.89646 6.04623 4.41352  0.0000
C 5.12060 -4.52215 -1.43658  0.0000
H -3.01814 5.50223 8.45329  0.0000
H 5.32016 -5.42773 -2.00946  0.0000
O 6.48214 3.76180 -1.13551  0.0000
H -3.81005 7.06948 8.42077  0.0000
C -4.86382 3.72058 2.84028  0.0000
C -6.04259 6.51401 3.69630  0.0000
H 4.98183 4.14160 0.31532  0.0000
C -4.46654 6.79227 5.50794  0.0000
H -2.51393 6.05833 5.01632  0.0000
H -3.32258 4.93511 5.96511  0.0000
O 3.75233 -2.09558 -1.84786  0.0000
C 0.27097 0.53574 2.68102  0.0003
H 0.10842 -5.22540 -1.00513  -0.0004
H 7.41536 -4.31602 -2.69379  0.0000
C 9.82283 0.94044 -2.17730  0.0000
O 0.63655 0.94727 1.35156  0.0056
C -0.13286 -7.10488 -3.02405  0.0016
H -0.89980 2.35428 2.89520  0.0000
H -5.36598 5.99276 1.66975  0.0000
C -6.31591 0.80274 7.59057  0.0000
C -1.08518 -5.80982 -2.83961  0.0147
H -2.13956 6.80529 8.92116  0.0000
H 0.71293 -6.99602 -2.34516  0.0002
H 0.36975 -2.62514 -5.71878  -0.0006
H -5.10462 -1.67596 7.20311  0.0000
C -0.21525 1.72267 3.46139  0.0003
O 9.32149 1.03742 -4.58382  0.0000
H -6.84257 2.45118 -2.83309  0.0000
O -8.95572 0.07282 7.75874  0.0000
H -5.77431 3.51657 -2.10669  0.0000
O 8.60842 1.63405 -2.04816  0.0000
C 0.85440 -6.13072 -5.05853  0.0033
H -4.94006 2.72115 2.41199  0.0000
H -5.28028 0.90091 7.91605  0.0000
H -5.61377 -0.93600 5.59181  0.0000
C 0.24704 -7.36273 -4.44013  0.0001
H -2.95189 -7.02004 -2.36731  0.0012
H 8.18021 1.08398 0.02191  0.0000
H -0.96382 -0.89790 3.72375  0.0000
O -2.37123 1.86202 -2.90090  0.0001
N -4.74167 1.92927 -3.01398  0.0000
H -4.24918 7.84190 5.31014  0.0000
C -5.88291 2.93278 -3.02076  0.0000
H 5.11574 5.24620 -0.90449  0.0000
C 9.83887 1.03934 -5.89527  0.0000
H 1.10425 -6.36872 -6.09247  -0.0003
H -4.81796 3.55774 3.91708  0.0000
H -0.52275 -7.68137 -5.14296  0.0000
C -2.88677 6.54678 8.17086  0.0000
H 4.03341 -4.45285 -1.47321  0.0000
H -7.06435 5.98104 1.88381  0.0000
C 7.16227 -3.37063 -2.21392  0.0000
N -6.80166 -0.52802 7.24349  0.0000
H 10.52860 1.88289 -5.86673  0.0000
H 11.06154 0.39915 -3.79101  0.0000
H -8.38939 -1.68563 6.71712  0.0000
H -6.46858 -2.31864 6.33928  0.0000
H 4.26605 3.76178 -1.22421  0.0000
N 5.71315 -3.27754 -1.90622  0.0000
C -4.95644 0.56182 -2.43428  0.0000
H 1.06296 -3.92592 -6.67812  -0.0003
C 5.16460 4.16706 -0.75895  0.0000
H 9.83562 -0.11898 -1.92123  0.0000
H -1.64578 -0.34931 2.21364  0.0000
C -5.91678 -1.39843 6.53120  0.0000
H 7.40416 -2.45447 -2.75266  0.0000
H -5.94601 0.38728 -2.01192  0.0000
C -8.18041 -0.77438 7.29863  0.0000
H -1.90728 -4.20985 -5.85565  0.0003
H 1.13893 0.27194 3.28530  0.0000
C -6.13743 5.68851 2.37713  0.0000
H -5.08484 6.95925 6.38993  0.0000
H 6.30093 2.41445 0.38731  0.0000
H -0.43293 -8.03782 -2.54690  -0.0002
H -0.94232 -5.04812 -7.05982  0.0024
H -1.25167 -6.31415 -0.58669  -0.0002
H -3.98046 4.30407 2.58082  0.0000
H 1.04378 -8.10628 -4.41890  0.0002

Forces on atoms 1 to 3 (eV/Å):
0.7 1.7 -0.6
-0.4 0.4 0.2
0.4 0.5 0.2

Properties
frontier orbital gap (spin up / spin down): 4.442 / 4.443 eV
highest occupied orbital energy (spin up / spin down): -5.96 / -5.93 eV
total charge: 0
⟨S²⟩: 2.01
LUMO energy (spin up / spin down): -1.516 / -1.491 eV
multiplicity: 3


Number 1: largest force on an atom 2.5 eV Å⁻¹. Number 2: largest force on an atom 5.2 eV Å⁻¹. Number 3: largest force on an atom 0.8 eV Å⁻¹. Number 4: largest force on an atom 2.3 eV Å⁻¹. Number 5: largest force on an atom 1.7 eV Å⁻¹. Number 6: largest force on an atom 6.4 eV Å⁻¹.